Below is 2 unconnected molecules or ions with the total composition C5H14N2O, with properties calculated with ωB97M-V/def2-TZVPD.

XYZ file:
```
22
Properties=species:S:1:pos:R:3:forces:R:3:lowdin_charge:R:1
C -0.857 1.866 1.006 0.65 0.74 -1.80 -0.06
C 0.214 1.213 0.078 -1.18 1.56 -1.20 -0.45
N 1.133 2.249 -0.440 -1.48 -0.92 -0.67 0.03
C -0.497 0.509 -1.123 2.32 1.64 -1.60 -0.21
C -0.949 -0.848 -0.923 0.27 -2.02 2.30 -0.16
C -1.093 -1.534 0.259 -1.04 0.71 -2.02 -0.17
N -1.765 -2.774 0.216 0.38 4.50 2.59 0.06
H -1.311 1.068 1.480 -2.17 -1.65 0.43 0.02
H -1.541 2.569 0.386 0.96 -1.27 1.33 0.12
H -0.457 2.319 1.894 0.71 1.08 -0.03 0.07
H 0.822 0.552 0.631 0.42 -1.09 0.69 0.08
H 0.452 2.994 -0.620 1.28 0.53 0.18 0.07
H 1.782 2.410 0.303 0.27 1.00 0.28 0.06
H -1.434 1.049 -1.343 0.58 0.48 -0.42 0.11
H 0.276 0.558 -2.110 -2.19 0.05 2.64 0.17
H -1.193 -1.357 -1.857 -0.20 -0.23 0.37 0.10
H -0.943 -1.212 1.325 0.30 0.10 -1.43 0.13
H -2.142 -3.049 -0.589 -1.35 -1.54 -3.72 0.03
H -1.290 -3.352 0.774 1.45 -3.57 2.13 0.02
O 3.115 -0.737 0.631 -1.58 -1.27 -1.26 -0.11
H 3.459 -1.380 -0.045 -0.35 0.97 0.98 0.06
H 2.118 -0.839 0.509 1.95 0.21 0.24 0.04
```
Positions in Å, forces in eV/Å.

As for the energy above the lowest of the compared OMol25 structures with the same formula, charge and spin: 81.9 kcal per mole. The calculation puts the LUMO energy at 0.89 eV. Its HOMO energy is -8.050 eV. For the strongest force on any atom, the calculation gives 5.21 eV Å⁻¹.